Below is 15 unconnected molecules or ions with the total composition C72H146F21N8O21S7 at a distorted geometry, with properties calculated with ωB97M-V/def2-TZVPD.

Each line ends with the Mulliken charge.
Geometry (Å):
C1 17.3521 -15.4507 -2.9783  -1.24
C2 17.9862 -14.7427 -4.1471  -0.49
C3 19.5314 -14.6729 -3.9449  -0.94
N1 20.4657 -14.1993 -5.1275  1.25
C4 20.0393 -12.7515 -5.5632  -0.99
C5 22.0126 -14.2178 -4.9248  0.04
C6 22.6173 -15.0007 -6.1052  0.09
C7 21.5335 -15.0896 -7.1195  -0.62
C8 20.2884 -15.2449 -6.2943  -0.93
H1 16.3488 -15.8161 -3.1975  0.43
H2 17.2934 -14.7624 -2.1351  0.28
H3 17.8881 -16.3131 -2.5821  0.23
H4 17.5638 -13.7487 -4.2946  0.16
H5 17.7959 -15.1821 -5.1263  0.47
H6 19.8659 -15.6606 -3.6275  0.58
H7 19.8423 -13.9969 -3.1483  0.24
H8 20.1388 -12.0748 -4.7145  0.34
H9 19.0268 -12.8018 -5.9637  0.40
H10 20.6472 -12.4676 -6.4223  0.02
H11 22.3492 -13.1935 -4.7648  -0.30
H12 22.1503 -14.8222 -4.0283  0.00
H13 23.4832 -14.4799 -6.5141  -0.35
H14 22.9326 -15.9980 -5.7985  0.47
H15 21.3457 -14.1997 -7.7201  -0.07
H16 21.6882 -15.9006 -7.8311  0.65
H17 19.3773 -14.9543 -6.8175  0.50
H18 20.2930 -16.2805 -5.9542  0.37
C9 24.2680 -1.9716 -8.8842  -1.40
C10 23.7392 -3.2122 -8.1422  0.15
C11 23.8019 -4.4603 -9.0139  -1.22
N2 23.3447 -5.8123 -8.3745  1.12
C12 23.4304 -6.8173 -9.5271  -1.14
C13 21.9207 -5.8077 -7.8300  -0.52
C14 22.0156 -5.5025 -6.3601  -0.58
C15 23.3919 -5.8504 -5.8481  0.79
C16 24.2331 -6.1340 -7.1323  0.02
H19 23.6269 -1.9331 -9.7648  0.36
H20 25.1831 -2.2930 -9.3815  0.33
H21 24.2632 -0.9511 -8.5013  0.37
H22 22.6644 -3.1385 -7.9765  0.24
H23 24.2937 -3.3517 -7.2141  0.22
H24 24.8316 -4.5976 -9.3438  0.59
H25 23.2266 -4.2545 -9.9166  0.50
H26 24.4538 -7.1811 -9.6192  0.55
H27 23.0863 -6.4093 -10.4775  0.41
H28 22.8099 -7.6578 -9.2163  -0.08
H29 21.3969 -6.7250 -8.0992  0.04
H30 21.4474 -4.9935 -8.3787  0.54
H31 21.4835 -6.1925 -5.7052  0.06
H32 21.7896 -4.4533 -6.1698  0.50
H33 23.3237 -6.7509 -5.2377  -1.53
H34 23.8904 -5.0831 -5.2557  0.82
H35 24.4134 -7.2090 -7.1331  -0.94
H36 25.2099 -5.6512 -7.1606  0.51
C17 29.9279 -10.7628 -3.2175  -1.14
C18 30.5553 -10.0913 -2.0028  0.58
C19 29.6686 -8.8643 -1.6136  -0.15
N3 30.4057 -7.7701 -0.8023  1.03
C20 30.7564 -8.2790 0.5577  -0.96
C21 29.5634 -6.5180 -0.5011  0.07
C22 30.2805 -5.3633 -1.2378  -0.47
C23 31.7036 -5.7827 -1.3498  -0.90
C24 31.5969 -7.2501 -1.6542  -0.78
H37 30.5218 -11.6576 -3.4040  0.63
H38 29.8798 -10.1203 -4.0966  0.41
H39 28.9016 -11.1252 -3.1579  -0.31
H40 31.5863 -9.7879 -2.1849  0.48
H41 30.7041 -10.8515 -1.2359  -0.57
H42 28.8519 -9.1513 -0.9512  0.37
H43 29.2719 -8.3973 -2.5151  -0.31
H44 31.4421 -9.1139 0.4132  0.25
H45 29.8780 -8.6474 1.0875  0.12
H46 31.2230 -7.4457 1.0830  0.54
H47 29.5422 -6.2220 0.5477  0.50
H48 28.5663 -6.6800 -0.9105  -0.55
H49 30.2077 -4.4619 -0.6293  0.43
H50 29.7234 -5.1959 -2.1595  0.21
H51 32.1987 -5.6191 -0.3926  0.38
H52 32.2848 -5.3093 -2.1411  0.41
H53 32.5326 -7.7441 -1.3921  0.23
H54 31.2949 -7.3892 -2.6922  0.53
C25 25.2875 -13.4252 -8.7810  -1.21
C26 26.3939 -12.7448 -9.6280  0.10
C27 26.0046 -11.3985 -10.2628  -0.28
N4 27.2138 -10.5308 -10.7508  0.53
C28 27.7649 -11.1294 -12.0461  -0.84
C29 26.7062 -9.1249 -10.8468  0.32
C30 27.8694 -8.1865 -10.7124  -0.54
C31 28.9650 -8.9318 -10.0133  -0.81
C32 28.3146 -10.3075 -9.7345  -0.13
H55 25.6747 -14.3345 -8.3213  0.64
H56 24.3806 -13.6695 -9.3342  0.33
H57 25.1552 -12.8111 -7.8902  -0.07
H58 26.6325 -13.5232 -10.3528  0.36
H59 27.3229 -12.6900 -9.0606  -0.20
H60 25.4649 -10.9665 -9.4200  -0.23
H61 25.2823 -11.4911 -11.0739  0.54
H62 26.9786 -11.1157 -12.8008  0.30
H63 28.0980 -12.1406 -11.8124  0.30
H64 28.5771 -10.4603 -12.3305  0.42
H65 26.1889 -9.1081 -11.8061  0.63
H66 25.9719 -8.9562 -10.0591  -0.83
H67 28.2482 -7.9107 -11.6966  0.28
H68 27.6753 -7.2659 -10.1621  0.36
H69 29.8472 -9.0994 -10.6312  0.49
H70 29.3681 -8.3988 -9.1521  0.36
H71 29.1045 -11.0585 -9.7275  0.19
H72 27.7213 -10.3021 -8.8202  -0.10
C33 19.5153 -9.0044 -4.4396  0.68
C34 18.0478 -9.4699 -4.5568  0.07
C35 16.9491 -8.4905 -4.7905  -1.24
N5 16.7271 -8.0518 -6.2340  0.33
C36 16.0605 -9.2278 -7.0118  -1.08
C37 17.9395 -7.6003 -7.1040  -0.11
C38 17.4218 -6.6377 -8.1629  -0.55
C39 16.2727 -5.9278 -7.4683  -0.80
C40 15.7758 -6.8357 -6.3555  -0.44
H73 20.0995 -9.7228 -3.8645  -0.65
H74 19.5520 -8.1745 -3.7338  0.73
H75 19.9834 -8.7375 -5.3871  -0.52
H76 17.8379 -10.0664 -3.6690  0.41
H77 17.9597 -10.2825 -5.2780  -0.17
H78 17.2317 -7.5872 -4.2499  0.48
H79 15.9813 -8.8028 -4.3982  0.38
H80 16.8767 -9.9483 -7.0647  0.35
H81 15.7971 -8.9006 -8.0176  0.47
H82 15.2080 -9.5564 -6.4172  0.35
H83 18.2747 -8.5671 -7.4794  -0.08
H84 18.6580 -7.1166 -6.4422  0.34
H85 16.9874 -7.1687 -9.0099  0.36
H86 18.2381 -5.9819 -8.4660  0.32
H87 15.4570 -5.5253 -8.0689  0.38
H88 16.6677 -5.0107 -7.0312  0.32
H89 14.8020 -7.2300 -6.6459  0.34
H90 15.7425 -6.2946 -5.4099  0.36
C41 27.4797 -13.8691 0.0915  -1.11
C42 28.9726 -13.5010 0.2822  0.74
C43 29.8214 -14.5269 1.0439  -1.13
N6 31.2177 -13.9740 1.3278  0.34
C44 31.0825 -12.7210 2.2788  -0.96
C45 32.1802 -15.1038 1.8908  -0.64
C46 33.6714 -14.5632 1.8853  -0.72
C47 33.7037 -13.7511 0.5693  -0.59
C48 32.2061 -13.6105 0.1221  -0.19
H91 26.9142 -13.7750 1.0186  0.33
H92 27.3981 -14.9145 -0.2063  0.52
H93 26.9987 -13.2195 -0.6398  -0.16
H94 28.9975 -12.5036 0.7211  -0.03
H95 29.4153 -13.3211 -0.6975  0.13
H96 30.0596 -15.4622 0.5373  0.35
H97 29.4787 -14.8124 2.0384  0.34
H98 30.8084 -11.8708 1.6541  0.32
H99 32.0819 -12.5387 2.6740  0.47
H100 30.2871 -12.9053 3.0010  0.27
H101 31.8673 -15.3419 2.9074  0.42
H102 32.0648 -15.9708 1.2404  0.45
H103 33.7903 -13.9744 2.7949  0.33
H104 34.2643 -15.4760 1.9421  0.41
H105 34.1455 -12.7898 0.8316  0.28
H106 34.3395 -14.2454 -0.1652  0.40
H107 32.0138 -12.6555 -0.3668  -0.04
H108 31.9356 -14.3992 -0.5799  0.45
C49 23.4839 -14.0874 1.5528  -1.00
C50 22.1513 -14.9896 1.5097  -0.71
C51 22.1188 -15.9488 0.3516  -0.30
N7 20.9386 -16.8992 0.4693  0.96
C52 19.6112 -16.1323 0.1520  -1.08
C53 20.8289 -17.7416 1.7455  -0.75
C54 19.8246 -18.7811 1.4219  -0.78
C55 20.0925 -19.1835 -0.0410  -0.68
C56 20.9818 -18.0101 -0.5995  -0.45
H109 23.4351 -13.3255 0.7747  -0.15
H110 24.3547 -14.7288 1.4176  0.35
H111 23.6416 -13.5179 2.4687  0.54
H112 21.3008 -14.3102 1.4540  0.29
H113 22.2092 -15.5753 2.4272  0.43
H114 22.9590 -16.6422 0.3876  0.42
H115 22.0656 -15.5400 -0.6574  -0.01
H116 19.7945 -15.4057 -0.6395  0.27
H117 19.3841 -15.4965 1.0077  0.34
H118 18.7683 -16.7782 -0.0937  0.48
H119 20.5533 -17.1028 2.5846  0.43
H120 21.8436 -18.1079 1.9009  0.46
H121 18.8250 -18.4480 1.7013  0.34
H122 19.9440 -19.6261 2.1000  0.48
H123 19.1731 -19.3283 -0.6082  0.30
H124 20.6419 -20.1212 -0.1249  0.36
H125 20.7547 -17.6207 -1.5919  0.15
H126 21.9876 -18.4303 -0.6026  0.39
C57 26.7943 -12.8177 -4.9196  -1.67
C58 26.1571 -12.0699 -3.7419  1.64
C59 25.0611 -11.1230 -4.2420  1.16
N8 24.3298 -10.3343 -3.1281  1.31
C60 25.3511 -9.4797 -2.2979  0.16
C61 24.7420 -8.4333 -1.4376  -0.40
C62 23.8153 -7.5727 -2.2540  -0.24
C63 22.6473 -8.3760 -2.7673  -0.72
C64 23.1735 -9.4510 -3.7975  0.81
C65 23.5858 -11.2704 -2.1324  -0.28
H127 27.4813 -12.1095 -5.3828  0.19
H128 26.1518 -13.2938 -5.6602  0.19
H129 27.4283 -13.6451 -4.6009  0.52
H130 26.9598 -11.5738 -3.1964  -0.73
H131 25.7576 -12.8352 -3.0764  -0.62
H132 24.2876 -11.6772 -4.7737  -0.56
H133 25.4131 -10.3657 -4.9424  -0.26
H134 26.0131 -9.0130 -3.0274  -0.60
H135 25.9764 -10.0996 -1.6554  -0.16
H136 25.5146 -7.7854 -1.0235  0.22
H137 24.2772 -8.8994 -0.5688  0.11
H138 24.4434 -7.1891 -3.0581  -0.30
H139 23.4199 -6.7075 -1.7218  0.68
H140 21.9778 -7.6919 -3.2887  0.44
H141 22.1833 -8.8829 -1.9212  0.16
H142 23.5966 -9.0168 -4.7033  -0.02
H143 22.3770 -10.1552 -4.0380  -0.13
H144 23.0037 -12.0298 -2.6543  -0.51
H145 22.9445 -10.6241 -1.5331  0.26
H146 24.3290 -11.6567 -1.4348  -0.01
C66 25.9947 -16.2229 -3.3131  0.45
F1 26.9984 -15.4245 -3.0152  -0.11
F2 25.4606 -15.9765 -4.5600  -0.24
F3 26.4259 -17.4672 -3.4037  -0.24
S1 24.5656 -16.1309 -1.9573  0.90
O1 23.5578 -17.1943 -2.1576  -0.65
O2 25.1982 -16.3232 -0.7159  -0.67
O3 24.0066 -14.7564 -2.1144  -0.08
C67 21.4295 -10.3588 -8.7584  0.21
F4 21.8604 -11.3498 -9.5662  -0.22
F5 21.1272 -9.3414 -9.5131  -0.20
F6 20.2933 -10.7630 -8.2336  -0.12
S2 22.7088 -9.9415 -7.4749  0.83
O4 22.1501 -8.8542 -6.6440  -0.63
O5 22.9686 -11.1587 -6.6385  -0.18
O6 23.8885 -9.4961 -8.2322  -0.47
C68 30.1558 -13.1455 -7.1772  0.51
F7 29.7987 -11.8857 -7.0647  -0.08
F8 30.9382 -13.5183 -6.1661  -0.25
F9 29.0258 -13.8395 -7.1349  -0.20
S3 30.9901 -13.5197 -8.9191  1.11
O7 31.4309 -14.9082 -8.9033  -0.66
O8 29.9665 -13.4364 -10.0225  -0.61
O9 31.9882 -12.4756 -9.0269  -0.67
C69 25.8075 -4.2666 -0.8500  0.72
F10 25.6280 -4.6062 -2.1563  -0.12
F11 25.2901 -5.1358 0.0202  -0.17
F12 27.1519 -4.1920 -0.7189  -0.22
S4 25.0393 -2.5670 -0.6157  1.14
O10 23.5691 -2.6011 -0.8196  -0.46
O11 25.4512 -2.2021 0.7300  -0.42
O12 25.7554 -1.6882 -1.5972  -0.37
C70 19.4331 -10.2472 -0.0399  0.34
F13 20.6668 -9.7036 0.1469  -0.15
F14 18.7505 -10.4432 1.0640  -0.19
F15 18.7998 -9.3690 -0.7909  -0.21
S5 19.5345 -11.9444 -0.9797  1.15
O13 18.2051 -12.1885 -1.4568  -0.69
O14 20.4736 -11.6924 -2.1099  -0.55
O15 20.0873 -12.9253 -0.0409  -0.55
C71 27.5561 -8.2494 -5.8086  -0.06
F16 28.0866 -9.3916 -5.3635  0.08
F17 28.1365 -7.9849 -7.0170  -0.12
F18 26.2124 -8.2727 -5.9594  -0.06
S6 28.0651 -6.7944 -4.6891  0.83
O16 29.4997 -7.0737 -4.4341  -0.64
O17 27.7972 -5.5454 -5.4130  -0.64
O18 27.2841 -6.8837 -3.4529  -0.35
C72 25.6257 -10.3998 2.0840  0.43
F19 25.6403 -11.2223 1.0820  -0.04
F20 24.6818 -9.4444 1.8768  -0.18
F21 25.4031 -11.1147 3.2195  -0.24
S7 27.3272 -9.4936 2.1862  1.06
O19 28.3985 -10.4820 2.3753  -0.59
O20 27.3771 -8.7983 0.9047  -0.63
O21 27.1940 -8.6016 3.3327  -0.74

Summary:
HOMO-LUMO gap (spin up / spin down)   0.24346 / 0.10553 Ha
E_LUMO (spin up / spin down)   -3.7 / -7.5 eV
2S+1   2
<S²>   0.77
Charge   +2
Highest occupied orbital energy (spin up / spin down)   -10.3 / -10.3 eV
Max |F|   4.25 eV/Å